Density functional theory data (ωB97M-V with the def2-TZVPD basis set) for a 2-piece molecular cluster, C5H11IN overall in a non-equilibrium geometry.

Properties
F_max in eV/Å: 6.62
HOMO-LUMO gap in eV: 8.202
Highest occupied orbital energy in eV: -12.465
Electronic energy in eV: -14942.4906

```
! RIJCOSX wB97M-V def2-TZVPD def2/J DEFGRID3
* xyz 1 1
C 2.83 -0.75 1.20
C 1.69 -0.34 1.43
C 3.74 -1.77 1.10
C -2.33 -0.48 -1.40
C -0.74 0.82 0.10
N -1.81 0.89 -0.97
I 0.00 2.84 0.39
H 0.70 0.33 1.47
H -0.14 0.00 -0.55
H 3.87 -2.41 1.97
H 3.59 -2.42 0.17
H 4.77 -1.21 0.88
H -2.99 -0.32 -2.20
H -1.52 -1.06 -1.91
H -2.74 -1.01 -0.63
H -1.25 0.65 1.05
H -2.49 1.45 -0.58
H -1.57 1.32 -1.97
*
```

These are the Löwdin partial charges, in e, on atoms 1 to 4: atom 1 (C): -0.243, atom 2 (C): 0.067, atom 3 (C): -0.157, atom 4 (C): 0.018